Density functional theory data (wB97M-V/def2-TZVPD) for a cluster of 14 separate species, C56H112O42 in total at a distorted geometry.

E_HOMO: -10.21 eV
Kohn-Sham gap: 10.63 eV
F_max: 0.1143 Eh/bohr
Net charge: 0
Relative energy (zero: lowest compared OMol25 entry of this formula, charge and spin): 160.12 kcal/mol

Each line ends with the Löwdin charge.
Atoms and positions in Å:
C 8.78 2.22 -2.56  -0.06
C 7.26 2.70 -2.55  -0.17
O 6.51 1.73 -1.75  -0.01
C 5.16 1.47 -1.78  -0.50
O 4.48 1.64 -2.76  0.13
O 4.84 0.83 -0.61  -0.01
C 3.51 0.44 -0.41  -0.06
H 8.94 1.20 -2.92  0.07
H 9.19 2.33 -1.56  0.07
H 9.35 2.84 -3.25  0.07
H 6.94 2.91 -3.57  0.11
H 7.21 3.62 -1.96  0.11
H 3.47 0.23 0.66  0.08
H 3.20 -0.47 -0.93  0.08
H 2.82 1.25 -0.63  0.10
C 1.01 -0.86 1.93  -0.03
C -0.30 -1.54 1.43  -0.18
O -1.04 -0.62 0.68  0.01
C -0.82 -0.27 -0.60  -0.40
O -1.57 0.43 -1.31  0.10
O 0.34 -1.00 -1.09  -0.06
C 0.73 -0.86 -2.44  -0.07
H 0.84 -0.21 2.78  0.06
H 1.37 -0.11 1.21  0.05
H 1.75 -1.61 2.21  0.08
H -0.92 -1.79 2.29  0.11
H -0.15 -2.46 0.87  0.11
H 1.35 -1.65 -2.85  0.09
H 1.22 0.11 -2.48  0.08
H -0.09 -0.80 -3.16  0.09
C -1.29 -4.36 4.38  -0.06
C -1.89 -3.01 4.87  -0.13
O -1.05 -2.33 5.88  0.05
C 0.19 -2.03 5.77  -0.56
O 0.93 -2.21 4.78  0.06
O 0.58 -1.31 6.89  -0.03
C 1.94 -0.74 7.04  -0.02
H -1.99 -4.73 3.63  0.06
H -1.21 -5.13 5.15  0.08
H -0.30 -4.28 3.92  0.06
H -2.84 -3.28 5.33  0.10
H -2.13 -2.31 4.07  0.11
H 1.98 0.12 7.71  0.08
H 2.48 -0.46 6.14  0.08
H 2.54 -1.48 7.57  0.09
C -0.01 -5.11 -0.89  -0.05
C -1.21 -4.91 0.04  -0.21
O -1.99 -3.79 -0.39  0.01
C -3.04 -3.31 0.30  -0.48
O -3.26 -3.63 1.50  0.08
O -3.85 -2.58 -0.52  0.00
C -5.08 -2.09 -0.20  -0.07
H -0.38 -5.55 -1.82  0.07
H 0.61 -5.86 -0.39  0.08
H 0.65 -4.25 -1.02  0.07
H -0.87 -4.70 1.06  0.10
H -1.71 -5.88 0.10  0.13
H -4.82 -1.15 0.28  0.09
H -5.60 -2.68 0.55  0.09
H -5.84 -1.90 -0.96  0.10
C -5.48 1.35 -2.53  -0.05
C -5.11 2.66 -1.80  -0.16
O -4.04 2.46 -0.85  0.02
C -4.27 1.92 0.34  -0.55
O -5.38 1.58 0.79  0.08
O -3.11 2.06 1.01  0.00
C -3.02 1.29 2.18  -0.05
H -6.32 1.48 -3.21  0.08
H -5.78 0.57 -1.82  0.05
H -4.64 0.84 -2.99  0.07
H -5.90 3.30 -1.40  0.13
H -4.70 3.27 -2.61  0.10
H -3.36 0.27 1.99  0.09
H -3.70 1.75 2.89  0.09
H -1.98 1.34 2.51  0.07
C -5.81 -6.32 3.88  -0.08
C -5.60 -5.02 4.62  -0.16
O -6.14 -3.94 3.73  0.03
C -5.96 -2.67 4.09  -0.51
O -5.10 -2.21 4.90  0.07
O -6.73 -1.93 3.20  -0.03
C -6.55 -0.49 3.25  -0.05
H -6.88 -6.51 3.96  0.08
H -5.22 -7.07 4.39  0.08
H -5.57 -6.37 2.82  0.09
H -4.52 -5.04 4.75  0.10
H -6.10 -5.00 5.59  0.13
H -6.92 -0.08 4.18  0.09
H -7.33 -0.07 2.61  0.09
H -5.62 0.02 3.00  0.07
C 1.09 -1.31 -9.71  -0.09
C 0.32 -1.35 -8.42  -0.19
O 1.11 -1.49 -7.19  0.02
C 1.68 -0.43 -6.55  -0.56
O 1.50 0.74 -6.86  0.12
O 2.13 -0.88 -5.41  0.01
C 2.84 -0.09 -4.59  -0.12
H 0.52 -1.10 -10.61  0.09
H 1.84 -2.10 -9.84  0.08
H 1.80 -0.48 -9.66  0.07
H -0.40 -2.17 -8.53  0.12
H -0.20 -0.39 -8.51  0.12
H 3.40 -0.71 -3.89  0.09
H 2.13 0.60 -4.15  0.09
H 3.77 0.26 -5.04  0.11
C -3.59 1.57 6.49  -0.05
C -2.74 0.66 7.33  -0.20
O -2.30 1.24 8.57  0.03
C -1.60 0.62 9.53  -0.61
O -1.50 -0.57 9.77  0.10
O -1.17 1.53 10.35  0.01
C -0.57 1.19 11.62  -0.02
H -4.55 1.92 6.87  0.08
H -3.73 1.13 5.50  0.07
H -3.02 2.49 6.42  0.07
H -1.89 0.23 6.79  0.11
H -3.35 -0.16 7.72  0.13
H 0.51 1.28 11.47  0.09
H -0.77 0.15 11.90  0.09
H -0.90 1.81 12.46  0.09
C 6.58 1.64 4.30  -0.05
C 5.63 0.55 4.83  -0.16
O 4.98 0.88 6.13  0.02
C 5.49 0.56 7.30  -0.57
O 6.52 -0.14 7.60  0.04
O 4.64 0.82 8.26  -0.04
C 5.03 0.65 9.67  0.01
H 7.38 1.91 4.98  0.08
H 5.97 2.54 4.35  0.07
H 6.92 1.52 3.27  0.08
H 6.10 -0.41 5.05  0.11
H 4.87 0.39 4.07  0.11
H 5.08 -0.44 9.72  0.10
H 4.24 1.09 10.27  0.09
H 6.00 1.12 9.78  0.10
C -6.98 -2.69 -6.43  -0.06
C -6.03 -3.62 -5.70  -0.24
O -4.70 -3.16 -5.66  0.03
C -3.74 -3.75 -4.93  -0.51
O -3.79 -4.71 -4.12  0.08
O -2.57 -3.31 -5.43  -0.03
C -1.32 -3.95 -5.21  -0.02
H -7.87 -2.51 -5.83  0.07
H -7.37 -3.08 -7.37  0.07
H -6.48 -1.73 -6.52  0.08
H -6.23 -4.60 -6.12  0.13
H -6.31 -3.73 -4.65  0.12
H -1.15 -3.98 -4.13  0.09
H -0.52 -3.42 -5.74  0.09
H -1.35 -4.98 -5.56  0.10
C 6.68 -2.55 1.53  -0.07
C 5.44 -2.82 0.81  -0.25
O 5.79 -3.09 -0.54  0.05
C 4.93 -3.35 -1.49  -0.55
O 3.73 -3.09 -1.42  0.09
O 5.60 -3.73 -2.62  -0.01
C 4.82 -4.20 -3.69  -0.05
H 6.43 -2.18 2.53  0.08
H 7.16 -1.72 1.02  0.09
H 7.28 -3.45 1.46  0.09
H 4.67 -2.06 0.98  0.12
H 5.07 -3.74 1.27  0.13
H 4.17 -3.42 -4.10  0.09
H 4.19 -5.04 -3.41  0.09
H 5.59 -4.69 -4.30  0.10
C 2.37 3.51 -5.19  -0.05
C 1.52 4.60 -5.91  -0.17
O 2.28 5.44 -6.81  0.03
C 1.92 6.73 -6.98  -0.57
O 1.15 7.38 -6.28  0.10
O 2.69 7.18 -7.94  0.01
C 2.80 8.58 -8.12  -0.05
H 1.60 2.81 -4.87  0.05
H 2.96 3.84 -4.33  0.07
H 3.10 2.93 -5.76  0.07
H 0.83 5.15 -5.27  0.10
H 0.89 4.05 -6.61  0.12
H 3.54 8.80 -8.89  0.10
H 3.10 9.07 -7.20  0.09
H 1.83 9.04 -8.30  0.09
C -1.60 1.35 -5.33  -0.03
C -2.32 2.37 -4.44  -0.21
O -1.68 3.64 -4.52  0.00
C -2.27 4.86 -4.50  -0.54
O -3.43 5.13 -4.84  0.10
O -1.28 5.69 -4.14  -0.03
C -1.41 7.16 -4.28  0.00
H -2.13 0.40 -5.43  0.08
H -0.55 1.28 -5.08  0.06
H -1.73 1.66 -6.37  0.08
H -2.34 2.13 -3.38  0.10
H -3.39 2.43 -4.68  0.11
H -1.78 7.40 -5.28  0.10
H -0.59 7.76 -3.91  0.09
H -2.22 7.50 -3.63  0.08
C -0.27 2.31 4.46  -0.06
C 1.05 2.73 3.83  -0.21
O 1.00 2.40 2.46  0.01
C 0.67 3.34 1.54  -0.53
O 0.51 4.57 1.80  0.07
O 0.54 2.82 0.35  0.01
C -0.22 3.44 -0.69  -0.01
H -0.53 2.85 5.37  0.08
H -0.34 1.24 4.67  0.07
H -1.13 2.56 3.85  0.06
H 1.78 2.18 4.42  0.12
H 1.23 3.79 4.02  0.12
H -0.66 2.82 -1.47  0.08
H 0.41 4.15 -1.24  0.09
H -0.90 4.16 -0.24  0.10